Record 1
This record from OMol25 describes a structure of composition C21H40O21 in a non-equilibrium geometry. The level of theory is ωB97M-V with the def2-TZVPD basis set.

Output
HOMO	-8.12	eV
LUMO level	0.48	eV
DFT total energy	-65387.718	eV

ORCA input file:
```
! RIJCOSX wB97M-V def2-TZVPD def2/J DEFGRID3
* xyz 0 1
C -0.75950 -0.22911 -2.08172
H 3.30596 5.53896 1.98215
C 2.95019 1.70871 -1.56030
O 1.27656 0.95447 -4.00770
H -1.10156 0.95649 2.47724
H -0.62057 0.21859 -4.30254
O -0.90589 -3.32121 0.22767
O 3.97237 3.62988 1.18643
C 0.40151 -0.14505 -4.19659
C -2.18021 -0.52371 -0.58249
C 0.96995 0.15759 -0.64566
C 4.60526 1.96291 -3.59199
H 0.77843 -4.48606 0.96529
H -4.65154 -3.55874 3.79161
H -0.44622 0.75271 0.74464
H -1.25727 0.85043 0.80391
H -5.52406 -4.16220 0.22029
H 4.94575 5.57218 1.30235
C 0.53908 -0.66320 2.27443
O -2.41599 -1.61674 0.30199
O 1.33270 0.48326 2.13393
H 5.15591 1.10809 -3.98461
C 4.19730 4.94346 1.78468
C 3.41044 3.40518 0.00460
H -4.58301 -5.09090 1.40636
O -2.89658 -0.02385 4.14135
O -1.24602 0.67677 -1.16231
C -0.23938 1.01452 -0.29304
H 1.25380 -0.41432 0.23775
H -2.43492 1.73369 1.90528
C 0.92046 1.69986 1.84526
H -5.27004 -1.98262 4.05113
H 4.82697 1.91286 -2.52595
C -0.01378 -3.81115 1.28932
H 0.51291 -2.97297 1.74554
H -0.54002 -0.51390 2.31124
H 1.63750 4.31900 1.27321
H -3.92007 -2.43036 5.09753
H 0.93775 -1.22242 3.12086
O 2.85046 4.27997 -0.72804
C -1.13369 -2.58870 -3.19981
O -4.71780 -1.52401 -0.08258
H -1.96381 -0.85581 -1.59786
H 2.90093 4.20029 2.64189
C -4.34671 -2.55959 4.10286
H 3.14023 0.65828 -1.78068
H -0.67580 -3.35751 -3.82220
O -3.67766 -3.30676 0.99444
O -3.53094 -2.03164 3.06593
H -1.21067 -0.12786 -0.28018
O -1.40122 -2.97382 -1.87746
C -0.39441 -2.91902 -0.92650
O -2.58262 -0.48590 1.91521
H -5.64132 -3.94037 1.94954
O -1.36100 -0.57592 -3.11363
H 0.59983 -1.33820 1.42074
O 3.21681 1.88529 -3.83722
H 1.74581 0.82592 -1.01913
O 2.84348 -0.22853 -2.80567
O 0.53221 -0.50711 -1.73596
C -4.93434 -4.09552 1.13455
O 3.61643 2.13066 -0.38124
H -2.07471 -2.20155 -3.59056
C 1.94760 3.88006 2.22151
O 1.97957 2.46106 1.95543
H 1.89086 1.96548 -1.56103
O -0.22765 2.12262 1.70492
H 3.33224 2.27016 -2.41289
H -0.03271 2.08473 -0.29942
H 0.56246 -0.63286 -5.15796
H -0.54598 -4.39230 2.04241
C -3.66046 -2.14175 0.32848
H -3.00667 0.18654 -0.55789
H 0.39732 -0.78792 -3.31635
H 1.19541 4.06976 2.98722
H -0.37603 -1.80527 -3.18283
C -2.94233 -0.79787 3.17259
C -1.86391 0.82617 1.70917
C 2.42116 0.78682 -3.38926
H 4.58769 4.72642 2.77896
H 4.82955 2.92931 -4.04352
O 0.78782 -2.54499 -1.11682
*
```

Record 2
This record from OMol25 describes a cluster of 6 separate species, C3H18NO5S in total in a non-equilibrium geometry. The level of theory is ωB97M-V with the def2-TZVPD basis set.

Output
HOMO	-3.38	eV
LUMO level	2.67	eV
DFT total energy	-25966.606	eV

ORCA input file:
```
! RIJCOSX wB97M-V def2-TZVPD def2/J DEFGRID3
* xyz -1 1
H -1.79848 2.41775 -1.18534
H 0.11818 2.84035 1.51329
H 0.60444 -2.34644 -2.28063
H -3.22379 1.38248 -1.24134
H 1.39036 -3.36048 -0.15231
O 2.26728 -3.11144 -0.51592
N -1.98874 1.10913 0.47906
H 2.27559 -2.18416 -0.24847
O 1.75093 0.82584 -0.38379
O 0.84042 2.21804 1.61776
H 0.89271 0.49945 -0.65279
H 0.66607 1.65427 2.37755
H 1.69918 1.34962 0.44499
H 4.15747 -0.54832 0.61904
H -2.46381 1.26543 1.35419
H -0.78728 -0.96812 1.77730
H 3.35282 0.66698 0.22706
H -2.49414 -0.63320 -0.72753
O 4.20364 0.41218 0.63832
H -2.96719 -0.58477 0.95396
H 0.04385 -0.70568 0.20769
S -0.97074 -2.86881 0.21200
C -0.84269 -1.10164 0.69528
C -2.13044 -0.42309 0.27305
H 0.40317 -0.87516 -2.37303
O 0.72010 -1.61359 -2.90632
H -3.16233 2.74777 -0.15218
C -2.55657 1.93560 -0.57088
*
```

Record 3
This record from OMol25 describes a structure of composition C3HCaFO2 in a non-equilibrium geometry. The level of theory is ωB97M-V with the def2-TZVPD basis set.

Output
HOMO	-18.81	eV
LUMO level	-10.63	eV
DFT total energy	-28353.994	eV

ORCA input file:
```
! RIJCOSX wB97M-V def2-TZVPD def2/J DEFGRID3
* xyz 2 1
C 0.10891 1.69257 -0.91701
F 1.19259 -0.27986 1.51273
Ca -2.35432 -1.39965 0.96358
C 0.74758 -0.09361 0.31163
H 0.63559 -1.29725 -0.37696
C -0.54398 -0.40477 -0.26321
O 1.06130 1.16544 -0.19091
O -0.84766 0.61712 -1.03985
*
```

Record 4
This record from OMol25 describes an isolated molecule of C7H5Br2ClO in a non-equilibrium geometry. The level of theory is ωB97M-V with the def2-TZVPD basis set.

Output
SMILES string	C/C(Cl)=C\[C@H]1C(=O)C(Br)=C1Br
HOMO	-9.28	eV
LUMO level	-0.25	eV
DFT total energy	-161992.178	eV

ORCA input file:
```
! RIJCOSX wB97M-V def2-TZVPD def2/J DEFGRID3
* xyz 0 1
H -2.07196 -0.20456 -1.54767
H -2.96489 0.99756 -0.49381
C 0.67618 -0.10225 -0.30985
H 0.05842 -0.99105 1.54659
Br 4.27303 1.62983 0.26300
Cl -2.34451 -1.16784 1.92386
C -0.28274 -0.67899 0.55160
H 0.54277 -0.15718 -1.42116
C 2.19319 -0.45870 -0.09814
C 2.53487 0.79364 0.16697
C -2.51811 -0.01887 -0.61545
C -1.58402 -0.53441 0.46143
H -3.27032 -0.72385 -0.33011
C 1.13291 1.32129 0.11868
O 0.49474 2.30872 0.34554
Br 3.13043 -2.01335 -0.56147
*
```

Record 5
This record from OMol25 describes an isolated molecule of C6H9N in a non-equilibrium geometry. The level of theory is ωB97M-V with the def2-TZVPD basis set.

Output
SMILES string	CC1=CC[C@H]2N[C@@H]12
HOMO	-8.37	eV
LUMO level	1.02	eV
DFT total energy	-7854.680	eV

ORCA input file:
```
! RIJCOSX wB97M-V def2-TZVPD def2/J DEFGRID3
* xyz 0 1
H -2.02556 2.04742 0.04587
C -0.37931 -0.61291 0.85937
H -0.45768 2.48350 0.76500
C 0.78337 -1.42161 0.46271
H -0.17929 -2.09205 0.18109
N 0.47580 -0.66508 -1.86167
H -0.33241 -1.26302 -1.72759
C -1.21383 1.69094 0.67305
H -1.57736 1.47488 1.68370
C -0.53300 0.49104 0.12945
H 1.51563 -1.49221 1.30779
H 0.66783 1.44872 -1.47393
C 1.36728 -0.78312 -0.75146
H 2.44039 -0.83906 -0.98639
C 0.39744 0.49613 -1.01469
H -0.94929 -0.96356 1.70770
*
```

Record 6
This record from OMol25 describes a structure of composition C44H52BBrGeMoN3O4Te. The level of theory is ωB97M-V with the def2-TZVPD basis set.

Output
HOMO (spin up / spin down)	-8.16 / -8.16	eV
LUMO level (spin up / spin down)	-1.58 / -1.44	eV
DFT total energy	-195517.543	eV

ORCA input file:
```
! RIJCOSX wB97M-V def2-TZVPD def2/J DEFGRID3
* xyz 0 2
H 5.22615 5.14833 3.16586
H 0.99458 -1.28615 -7.15840
H 5.36332 1.35214 -0.74002
H 4.41223 -2.70252 -0.87274
H -4.72361 -3.75315 5.49270
H -0.35120 -3.29557 3.43133
H 1.43399 1.89962 3.31594
C 7.40351 4.66372 0.62133
B 4.23343 -1.87373 -1.73737
C -4.79655 -0.55615 0.56387
H 5.14236 -1.06823 -1.78837
C 2.75600 -0.48527 -6.22692
H -1.28001 1.68154 2.31984
H 4.11680 2.55110 -1.14019
C 5.49877 3.20637 0.40015
H 7.39925 5.96448 2.32881
C -2.25637 -3.28931 -2.54998
C 3.26889 0.14235 -5.10214
H -2.50214 1.99757 0.34332
C -2.74309 -4.80380 3.99477
C -3.07595 -1.45826 2.72383
C -3.58230 -2.90749 -2.87440
H -4.53200 -2.05139 5.07947
C 1.40428 -0.79233 -6.28623
H 4.32373 0.37845 -5.04448
H -0.46447 4.00849 -1.45479
Mo 0.75333 1.04868 -0.31161
C 3.61981 3.23383 2.04770
H 1.41876 -4.34804 -1.91076
C 2.98750 -1.04413 -1.30564
H -5.56846 0.07099 0.11164
C -2.10454 -3.12607 5.74505
C 5.64604 4.73643 2.25584
H -2.81247 0.70040 -0.80843
H -5.27146 -1.16824 1.33112
H 8.35847 5.01527 0.25361
H -3.14705 -5.47233 4.75769
O 1.76212 2.24524 -1.53377
H -2.50483 -3.76336 6.53608
H -1.69912 -5.07462 3.83355
C 0.35753 3.95277 -0.73519
H 3.40789 -0.73973 -7.05287
H -0.69657 2.85071 3.49657
H -0.40447 -6.04759 -1.81259
H 3.57726 3.14352 3.13166
H -3.14759 0.40561 -3.26698
C 4.95777 3.74364 1.56846
C 4.73021 2.14025 -0.33730
H -4.11244 -1.35124 3.00329
H -4.35197 -3.67008 -2.90711
H -4.10077 1.80868 -0.35001
C -1.19849 2.14742 -3.33234
C 0.09681 -2.74127 -2.31970
H -3.52100 1.84760 2.71571
O 2.38051 4.33772 -2.00684
N 0.74299 1.44735 2.72822
C -2.60260 -0.60299 1.71806
H -1.89931 2.57105 -2.61440
C -1.93120 -4.63983 -2.27260
C -3.87507 -1.60862 -3.15769
H 0.46153 4.92597 -0.26416
H -4.98248 -3.22688 3.83118
H 2.80281 3.87550 1.71181
O -0.55334 0.03590 0.49188
H -2.72778 -5.37491 -2.27506
C -2.32679 -2.42722 3.36187
Ge -0.25423 0.54418 -2.70041
H -2.17746 -2.08743 6.07326
H -1.04828 -3.36928 5.62300
H -4.39977 -1.21869 -0.20217
C 2.43834 0.46385 -4.03717
C -0.64204 -5.01236 -2.02115
H 7.14191 3.25161 -0.97241
H 3.98340 -2.35008 -2.81936
C -4.36852 -3.06955 4.72023
H 2.85822 0.96651 -3.17746
C -1.56557 -0.93401 -2.75925
C 1.60704 3.57253 -1.50200
C 0.38911 -4.05066 -2.06497
C 1.08167 0.15330 -4.07756
N 0.11919 2.89647 0.24266
O -0.53845 4.51046 1.72357
H -4.88347 -1.31784 -3.42462
C -0.43033 2.30602 2.58917
C -0.26439 3.34780 1.49416
C -3.68427 0.33436 1.13971
N 2.06836 -0.41560 -0.97783
H -0.47289 -0.74777 -5.27094
C -2.86432 -0.62262 -3.07530
H -1.74153 1.86502 -4.23594
C -0.47485 -1.73572 2.00628
H -0.46306 2.90105 -3.61432
C -1.23350 -2.30809 -2.53335
C 6.72208 3.67258 -0.06714
H -3.28411 -4.97950 3.06324
H 0.89895 -2.02344 -2.39566
H 0.50318 0.56946 3.17422
Br 1.34597 -1.95862 1.56967
C -2.89045 -3.34377 4.44450
C -1.24912 -0.75075 1.36506
C -3.22925 1.26314 0.02012
Te 3.42695 1.31214 1.12798
C 6.86561 5.19623 1.78490
H -4.73770 0.61510 3.04985
C 0.57738 -0.47801 -5.21754
H -5.04792 1.85362 1.83733
C -4.27633 1.20655 2.25920
C -0.99674 -2.55645 2.97731
*
```